Record 1
Density functional theory data (ωB97M-V/def2-TZVPD) for a molecular structure, C5H27N2O8 in a non-equilibrium geometry.

Atoms and positions in Å:
1 C -1.04 0.99 -2.13
2 N -1.81 1.27 -0.93
3 C -2.53 0.15 -0.37
4 C -2.60 0.27 1.21
5 C -1.52 0.77 2.20
6 O -0.70 1.88 1.86
7 C 0.39 0.40 -1.96
8 N 1.42 1.44 -2.26
9 H -0.98 1.94 -2.80
10 H -1.72 0.35 -2.69
11 H -1.14 1.50 -0.11
12 H -2.29 -0.96 -0.70
13 H -3.59 0.14 -0.72
14 H -2.85 -0.63 1.70
15 H -3.48 0.94 1.45
16 H -2.01 1.04 3.13
17 H -0.92 -0.13 2.31
18 H 0.53 0.05 -0.92
19 H 0.50 -0.41 -2.78
20 H 1.92 1.71 -1.44
21 H 1.07 2.11 -2.94
22 H -0.48 -2.37 3.03
23 H -0.99 -2.61 1.81
24 O -1.24 -2.81 2.64
25 H 0.90 -2.76 -2.61
26 H 0.29 -3.00 -1.21
27 O 0.36 -3.33 -2.10
28 H 1.91 0.51 1.43
29 H 1.93 1.92 2.40
30 O 1.79 1.66 1.50
31 H 1.38 3.23 0.77
32 H 0.62 2.66 -0.52
33 O 1.00 3.45 -0.10
34 H 0.23 1.54 1.67
35 H 2.94 -0.65 1.08
36 O 2.04 -0.76 1.37
37 H 1.00 -3.23 0.28
38 H 1.05 -1.70 0.83
39 O 0.36 -2.45 0.43
40 H 2.66 -1.48 -1.99
41 H 2.49 -1.07 -0.70
42 O 3.12 -1.56 -1.10

## Properties
ΔE to the lowest compared entry with this formula, charge and spin = 366.92 kJ/mol
net charge = -1

Record 2
Density functional theory data (ωB97M-V/def2-TZVPD) for 2 unconnected molecules or ions with the total composition C11H16Cl2N in a non-equilibrium geometry.

Atoms and positions in Å:
1 C 3.29 -1.81 -1.80
2 C 3.42 -0.46 -1.69
3 C 2.00 -2.37 -1.85
4 C 2.21 0.30 -1.49
5 C 0.84 -1.63 -1.77
6 C 0.93 -0.27 -1.57
7 C -2.85 1.38 2.41
8 C -1.53 -0.73 0.30
9 C 0.11 0.74 1.05
10 C -0.37 0.49 -1.39
11 C -2.07 1.58 0.18
12 N -0.84 0.49 0.09
13 Cl -1.37 3.17 0.24
14 Cl -3.20 1.48 -1.02
15 H 4.12 -2.53 -1.98
16 H 4.33 0.11 -1.80
17 H 1.87 -3.46 -1.92
18 H 2.42 1.37 -1.33
19 H -0.13 -2.03 -2.21
20 H -3.75 1.98 2.08
21 H -2.05 1.84 2.89
22 H -3.03 0.39 2.61
23 H -0.94 -1.58 0.01
24 H -1.87 -0.74 1.37
25 H -2.43 -0.74 -0.33
26 H 1.11 0.26 0.82
27 H 0.28 1.72 1.48
28 H -0.15 0.13 1.94
29 H -0.07 1.49 -1.72
30 H -1.01 -0.05 -2.03

## Properties
ΔE to the lowest compared entry with this formula, charge and spin = 251.03 kJ/mol
net charge = +1

Record 3
Density functional theory data (ωB97M-V/def2-TZVPD) for a molecular structure, C28H47BrNP3Sn in a non-equilibrium geometry.

Atoms and positions in Å:
1 C 2.32 4.27 -1.07
2 C 1.19 3.82 -1.80
3 C 1.37 3.56 -3.18
4 C 2.63 3.81 -3.77
5 N 3.67 4.21 -3.04
6 C 3.54 4.49 -1.75
7 C 0.00 3.39 -1.10
8 C -0.94 2.96 -0.41
9 C -2.12 2.48 0.23
10 C -2.47 1.30 0.94
11 C -3.85 1.03 1.09
12 C -4.78 2.05 0.84
13 C -4.42 3.33 0.38
14 C -3.09 3.49 0.04
15 Sn -0.75 -1.25 0.59
16 P 1.75 -0.55 -0.41
17 H 0.60 3.05 -3.77
18 H 2.29 4.33 0.02
19 H 2.80 3.66 -4.84
20 H 4.40 4.88 -1.22
21 H -2.73 4.43 -0.38
22 H -1.75 0.86 1.74
23 H -5.09 4.17 0.26
24 H -4.23 0.09 1.54
25 C 2.51 -2.21 -0.23
26 C 3.71 -2.61 -1.07
27 H 1.68 -2.92 -0.39
28 H 2.77 -2.29 0.84
29 H 3.94 -3.66 -0.83
30 H 3.53 -2.57 -2.15
31 H 4.60 -2.02 -0.85
32 C 2.03 -0.11 -2.19
33 C 3.41 0.29 -2.69
34 H 1.31 0.69 -2.40
35 H 1.69 -1.00 -2.75
36 H 3.35 0.45 -3.77
37 H 3.77 1.23 -2.26
38 H 4.17 -0.48 -2.51
39 C 2.95 0.60 0.43
40 C 4.44 0.27 0.42
41 H 2.59 0.69 1.47
42 H 2.78 1.58 -0.03
43 H 4.96 1.04 1.01
44 H 4.68 -0.70 0.87
45 H 4.86 0.29 -0.59
46 Br -6.66 1.64 1.23
47 P -1.89 -1.93 -1.81
48 C -0.69 -2.68 -2.92
49 C -1.24 -3.96 -3.55
50 H 0.24 -2.88 -2.36
51 H -0.44 -1.93 -3.69
52 H -0.46 -4.39 -4.19
53 H -1.49 -4.71 -2.78
54 H -2.13 -3.78 -4.17
55 C -2.91 -3.17 -0.90
56 C -4.27 -3.40 -1.56
57 H -3.05 -2.81 0.14
58 H -2.35 -4.12 -0.82
59 H -4.84 -4.10 -0.94
60 H -4.85 -2.47 -1.63
61 H -4.17 -3.83 -2.57
62 C -2.87 -0.66 -2.62
63 C -3.28 -1.07 -4.03
64 H -2.25 0.25 -2.64
65 H -3.74 -0.41 -1.99
66 H -3.85 -0.25 -4.48
67 H -2.40 -1.25 -4.67
68 H -3.91 -1.97 -4.04
69 C -1.67 -1.84 3.77
70 P -0.17 -0.94 3.17
71 C -0.09 0.70 3.96
72 C 1.33 -1.97 3.47
73 H -2.57 -1.22 3.67
74 H -1.61 -2.17 4.82
75 H -1.84 -2.74 3.15
76 H 0.04 0.71 5.06
77 H 0.75 1.26 3.53
78 H -1.00 1.27 3.73
79 H 1.46 -2.28 4.53
80 H 1.26 -2.88 2.85
81 H 2.22 -1.41 3.17

## Properties
ΔE to the lowest compared entry with this formula, charge and spin = 418.12 kJ/mol
net charge = +4

> Which of these has the highest net charge?

C28H47BrNP3Sn

> The highest net charge belongs to which entry?

C28H47BrNP3Sn

> Look up the net charge of the first one.

-1